[1]
12
Properties=species:S:1:pos:R:3:forces:R:3 method="wB97M-V/def2-TZVPD" charge=0 lumo_ev=-1.65 fmax_ev_per_a=6.2 energy_ha=-231.9999 orbital_gap_ev=8.1 de_lowest_kcal_mol=142.1
C 1.9843 1.6600 1.5759 -0.9 0.1 -1.1
C 2.7572 1.5298 2.5418 1.6 0.0 1.6
C 0.5750 -1.1413 1.1566 0.1 6.1 -0.6
C 0.8467 1.4759 0.9394 -0.6 -2.8 0.8
C 0.2946 0.1466 0.5437 1.5 -4.0 1.5
C -0.3489 0.2923 -0.8004 -1.1 -1.3 0.7
H 1.1270 -1.1693 2.1085 -0.3 0.1 -0.6
H 0.3066 -2.0481 0.7088 -0.7 -1.0 -0.6
H 0.1400 2.2111 0.7158 -0.6 1.7 -0.5
H -1.3121 0.7811 -0.8278 -0.3 0.5 0.5
H -0.5668 -0.6634 -1.2593 0.4 -0.3 -0.2
H 0.3269 0.8747 -1.3492 0.8 0.6 -1.5



[2]
23
Properties=species:S:1:pos:R:3:forces:R:3 method="wB97M-V/def2-TZVPD" charge=0 lumo_ev=0.18 fmax_ev_per_a=1.7 energy_ha=-461.9632 orbital_gap_ev=11.1 smiles=CC.O.O.O.O.O de_lowest_kcal_mol=17.3
C 0.4329 1.9009 1.4201 -0.3 -0.7 -0.9
C -0.9259 1.1624 1.5427 1.1 1.3 -0.4
H 0.3135 2.9824 1.4525 0.2 0.0 0.5
H 0.8699 1.7043 0.4327 -0.2 0.0 0.0
H 1.1550 1.4582 2.1045 0.0 0.6 0.4
H -1.4951 1.5865 2.3679 0.0 -0.6 0.3
H -1.4996 1.4015 0.6551 -0.2 -0.3 -0.3
H -0.6661 0.1101 1.5972 -0.7 -0.2 0.3
H 5.5959 2.4998 -0.4359 -0.1 0.1 -0.1
H 6.0060 1.0575 -0.6331 0.0 -0.1 -0.1
O 5.5558 1.7830 -1.0763 0.0 0.0 0.1
H -5.0970 2.5204 -0.8352 -0.1 0.3 -0.6
H -4.1824 1.5207 -0.3169 0.4 -0.4 -0.6
O -4.3317 2.0185 -1.1424 -0.4 0.0 1.2
H 4.1091 -3.6884 -2.0242 0.0 0.4 -0.1
H 3.4443 -2.6853 -1.0140 0.2 0.1 -0.3
O 3.6267 -3.6086 -1.1994 -0.2 -0.5 0.4
H -2.6364 -0.5988 0.5480 0.5 -0.3 -0.1
H -3.8808 -1.4881 0.5383 0.1 0.0 0.0
O -3.5870 -0.5751 0.4699 -0.6 0.3 0.1
H -0.6559 -2.9666 -0.4505 -0.3 0.1 -0.2
H -0.2970 -2.2369 0.7928 -0.2 0.2 0.2
O -1.0293 -2.3285 0.1716 0.5 -0.2 0.0



[3]
19
Properties=species:S:1:pos:R:3:forces:R:3 method="wB97M-V/def2-TZVPD" charge=-1 multiplicity=2 lumo_ev="3.29 / 3.22" fmax_ev_per_a=4.5 energy_ha=-385.2240 orbital_gap_ev="2.4 / 10.0" de_lowest_kcal_mol=46.6
C 0.7049 0.6883 0.9329 -0.8 0.3 -1.9
O 0.4893 -0.1941 2.0200 2.6 0.4 -0.3
C -0.3393 0.3838 -0.2113 -1.9 -1.0 1.6
C -0.3066 1.2956 -1.4342 0.1 2.4 -0.7
C -1.3585 2.4475 -1.3326 -0.5 -2.8 3.5
O -2.6561 1.7741 -1.2866 -0.4 3.0 0.0
H 0.7072 1.7418 1.2721 -0.4 -0.3 -0.2
H 1.6264 0.5979 0.3276 0.4 -0.5 1.0
H 1.4445 -0.3226 2.3777 -1.8 -0.2 -0.2
H -1.3929 0.4823 0.2786 1.7 -0.5 -0.8
H -0.1997 -0.7126 -0.4733 -0.2 1.3 0.3
H -0.5072 0.9170 -2.4495 0.2 -0.8 0.6
H 0.6752 1.7727 -1.5007 0.2 -0.1 0.0
H -1.5194 3.1492 -2.0575 0.6 1.6 -2.5
H -1.1982 3.0537 -0.3945 -0.3 -0.8 -0.5
H -2.5318 0.8597 -1.2835 0.5 -2.1 0.1
H 1.3801 -5.6620 1.6377 1.4 -1.5 0.6
H 2.9160 -5.8949 1.6822 -1.2 -0.7 0.4
O 2.0662 -6.3774 1.8948 -0.2 2.3 -1.0



[4]
22
Properties=species:S:1:pos:R:3:forces:R:3 method="wB97M-V/def2-TZVPD" charge=+1 lumo_ev=-3.22 fmax_ev_per_a=0.7 energy_ha=-1134.8623 orbital_gap_ev=11.1 de_lowest_kcal_mol=10.8
K -7.2885 -15.8875 8.9282 0.3 -0.1 0.1
O -10.0220 -16.7864 10.0476 0.5 0.0 -0.4
H -10.0872 -16.8317 11.0015 -0.1 0.0 0.3
H -10.1397 -15.8589 9.8428 -0.4 0.3 0.0
O -7.2147 -18.9933 9.4778 0.0 0.3 0.0
H -7.7518 -19.7826 9.4087 -0.3 -0.2 0.2
H -6.9100 -18.8314 8.5850 0.3 0.0 -0.3
O -7.1279 -17.4513 11.9015 0.1 0.7 0.2
H -7.1186 -17.8154 11.0163 0.0 -0.6 -0.3
H -7.9956 -17.6696 12.2417 -0.1 -0.1 0.2
O -5.1530 -17.5355 7.7881 -0.5 0.1 0.2
H -4.4583 -18.0398 8.2114 0.3 -0.2 0.2
H -5.1219 -17.8072 6.8708 0.0 0.0 -0.4
O -4.8756 -15.5464 10.5813 -0.3 0.1 -0.4
H -4.5109 -16.3766 10.2749 0.3 -0.2 0.0
H -4.7845 -15.5810 11.5335 -0.1 0.0 0.4
O -7.9473 -15.9856 6.1680 0.1 -0.1 0.5
H -8.7649 -15.8467 5.6901 -0.3 -0.1 -0.2
H -7.3036 -15.4515 5.7026 0.2 0.2 -0.2
O -6.1106 -13.3434 8.6086 -0.4 -0.5 -0.2
H -5.4726 -12.6477 8.7671 0.3 0.1 0.1
H -6.9458 -12.9726 8.8934 -0.2 0.4 0.0



[5]
19
Properties=species:S:1:pos:R:3:forces:R:3 method="wB97M-V/def2-TZVPD" charge=+2 multiplicity=2 lumo_ev="-7.53 / -15.54" fmax_ev_per_a=1.3 energy_ha=-465.4690 orbital_gap_ev="12.4 / 2.7" de_lowest_kcal_mol=26.3
Li 27.2098 16.8023 0.4869 0.6 0.5 -0.6
O 28.9894 18.0210 0.9536 -0.7 -0.5 0.5
H 29.1497 18.9626 1.0160 0.0 0.6 -0.2
H 29.8590 17.6251 1.0121 0.5 -0.3 -0.3
O 27.8317 15.3200 1.6789 -0.5 0.8 -0.2
H 27.3004 15.2729 2.4737 -0.1 -0.3 0.6
H 28.0328 14.4077 1.4702 0.4 -0.5 -0.2
O 25.7305 17.8273 1.4316 0.4 -0.8 0.0
H 25.5390 17.8871 2.3676 0.0 0.3 0.6
H 25.6046 18.7177 1.1036 -0.3 0.5 -0.4
O 24.0000 15.6046 1.0919 -0.8 -0.4 0.0
H 24.3716 16.2146 1.7292 0.0 0.6 0.6
H 24.7380 15.3633 0.5321 0.4 -0.5 -0.6
O 26.6485 17.0539 -1.5087 0.0 -0.4 1.1
H 25.8960 16.4891 -1.6848 -0.3 -0.2 -0.5
H 26.6795 17.6522 -2.2552 0.2 0.3 -0.3
O 28.5748 17.3745 3.8914 -0.9 -0.3 0.8
H 28.4065 17.3903 2.9493 0.0 0.2 -1.3
H 29.5123 17.5507 3.9708 1.1 0.2 0.5



[6]
19
Properties=species:S:1:pos:R:3:forces:R:3 method="wB97M-V/def2-TZVPD" charge=0 lumo_ev=-0.86 fmax_ev_per_a=4.3 energy_ha=-688.0203 orbital_gap_ev=7.7 smiles="C=C(C)C(=S)CNC" de_lowest_kcal_mol=80.9
C -2.8923 0.2424 0.6640 2.4 -0.8 -0.3
C -0.8218 -0.6138 -0.5028 1.0 -0.4 -2.0
C 0.3053 0.3954 -0.5337 -1.0 2.7 2.0
C 1.6447 -0.0520 -0.1338 -2.7 -2.9 -1.7
C 2.5990 0.9348 0.3128 -1.7 1.9 3.4
C 1.8218 -1.4109 -0.1967 2.9 3.0 0.4
H -2.6150 -0.5774 1.4964 -1.1 2.2 -1.6
H -3.9553 0.3665 0.3903 0.5 -0.6 0.5
H -2.4898 1.2921 0.8795 -0.5 -1.5 0.4
H -2.2996 0.4908 -1.2300 0.0 1.0 -1.4
H -0.6719 -1.2473 0.3315 0.1 -0.6 1.0
H -0.6307 -1.2506 -1.3866 0.2 -0.1 0.2
H 3.4994 0.3599 0.1953 1.3 1.2 0.1
H 2.2767 2.0120 -0.1858 1.7 -2.9 1.3
H 2.3104 1.0032 1.6122 1.2 0.2 -3.8
H 1.2451 -2.0913 -0.7622 -0.7 -0.6 0.0
H 2.8557 -1.6323 0.1133 -0.6 -0.9 -0.2
N -2.1710 -0.2610 -0.6138 -2.5 0.5 2.4
S -0.0107 2.0395 -0.4498 -0.4 -1.4 -0.8



Copy entry 6 word for word.
19
Properties=species:S:1:pos:R:3:forces:R:3 method="wB97M-V/def2-TZVPD" charge=0 lumo_ev=-0.86 fmax_ev_per_a=4.3 energy_ha=-688.0203 orbital_gap_ev=7.7 smiles="C=C(C)C(=S)CNC" de_lowest_kcal_mol=80.9
C -2.8923 0.2424 0.6640 2.4 -0.8 -0.3
C -0.8218 -0.6138 -0.5028 1.0 -0.4 -2.0
C 0.3053 0.3954 -0.5337 -1.0 2.7 2.0
C 1.6447 -0.0520 -0.1338 -2.7 -2.9 -1.7
C 2.5990 0.9348 0.3128 -1.7 1.9 3.4
C 1.8218 -1.4109 -0.1967 2.9 3.0 0.4
H -2.6150 -0.5774 1.4964 -1.1 2.2 -1.6
H -3.9553 0.3665 0.3903 0.5 -0.6 0.5
H -2.4898 1.2921 0.8795 -0.5 -1.5 0.4
H -2.2996 0.4908 -1.2300 0.0 1.0 -1.4
H -0.6719 -1.2473 0.3315 0.1 -0.6 1.0
H -0.6307 -1.2506 -1.3866 0.2 -0.1 0.2
H 3.4994 0.3599 0.1953 1.3 1.2 0.1
H 2.2767 2.0120 -0.1858 1.7 -2.9 1.3
H 2.3104 1.0032 1.6122 1.2 0.2 -3.8
H 1.2451 -2.0913 -0.7622 -0.7 -0.6 0.0
H 2.8557 -1.6323 0.1133 -0.6 -0.9 -0.2
N -2.1710 -0.2610 -0.6138 -2.5 0.5 2.4
S -0.0107 2.0395 -0.4498 -0.4 -1.4 -0.8